The following is a quantum chemistry calculation of a cluster of 2 separate species, C4H7N3 in total at a distorted geometry, from the OMol25 dataset.

Energy relative to the best compared isomer or geometry (same formula, charge and spin)   44.5 kcal/mol
E_HOMO   -19.42 eV
Net charge   +2
Electronic energy   -320.04421 Eh
Strongest force on any atom   5.0 eV/A

CARTESIAN COORDINATES (ANGSTROEM)
N: 0.086 -1.695 0.033
N: 0.824 3.185 0.090
N: -0.249 -2.790 0.587
C: -0.102 2.405 0.012
C: -0.830 -3.554 1.218
C: 0.876 -1.595 -0.947
C: -1.120 1.598 -0.052
H: 0.684 3.990 0.687
H: -1.403 -4.227 1.798
H: -1.694 1.993 -0.910
H: 1.164 -2.504 -1.328
H: 1.435 -0.619 -1.183
H: -1.391 0.711 0.505
H: 1.720 3.101 -0.509

---

The following is a quantum chemistry calculation of a cluster of 2 separate species, C4H7N3 in total at a distorted geometry, from the OMol25 dataset.

Energy relative to the best compared isomer or geometry (same formula, charge and spin)   43.5 kcal/mol
E_HOMO   -19.01 eV
Net charge   +2
Electronic energy   -320.04587 Eh
Strongest force on any atom   3.6 eV/A

CARTESIAN COORDINATES (ANGSTROEM)
N: -1.726 0.777 0.198
N: 1.703 1.064 1.016
N: -0.755 0.165 -1.789
C: -2.669 0.954 0.833
C: 1.561 -1.299 0.441
C: 1.291 0.092 0.556
C: -0.703 0.279 -0.518
H: 2.031 -1.382 -0.558
H: 2.132 -1.781 1.313
H: 1.719 1.913 1.448
H: -3.526 1.149 1.424
H: -1.658 0.329 -2.382
H: -0.009 -0.356 -2.242
H: 0.611 -1.905 0.260

---

The following is a quantum chemistry calculation of a structure of composition C4H7N3O at a distorted geometry, from the OMol25 dataset.

Energy relative to the best compared isomer or geometry (same formula, charge and spin)   161.2 kcal/mol
E_HOMO   -8.91 eV
Net charge   0
Electronic energy   -395.89152 Eh
Strongest force on any atom   5.5 eV/A

CARTESIAN COORDINATES (ANGSTROEM)
O: -1.409 1.701 0.250
N: 0.106 1.824 0.480
N: 1.756 -1.175 0.323
N: 1.818 0.261 0.563
C: 0.605 -1.187 -0.619
C: -1.391 0.600 -0.521
C: -0.424 -0.491 0.222
C: 0.634 0.556 0.553
H: 0.246 -2.339 -1.279
H: -1.290 0.786 -1.588
H: -2.331 0.095 -0.482
H: 1.676 -1.575 1.234
H: 0.152 2.390 1.454
H: 1.020 -0.547 -1.591
H: -1.167 -0.899 1.003

---

The following is a quantum chemistry calculation of an isolated molecule of C4H7N3O at a distorted geometry, from the OMol25 dataset.

Energy relative to the best compared isomer or geometry (same formula, charge and spin)   156.7 kcal/mol
E_HOMO   -8.77 eV
Net charge   0
Structure (SMILES)   C=N/N=C(/C)ON=C
Electronic energy   -395.89873 Eh
Strongest force on any atom   7.9 eV/A

CARTESIAN COORDINATES (ANGSTROEM)
O: -0.817 -0.601 -0.589
N: 1.861 -0.913 -0.002
N: 1.341 0.358 -0.280
N: -2.164 -0.375 -0.126
C: -2.849 -1.353 0.126
C: -0.325 1.954 0.096
C: 3.151 -1.079 0.013
C: 0.084 0.581 -0.445
H: -2.554 -2.251 0.163
H: -1.059 2.473 -0.522
H: -0.574 1.996 1.253
H: -4.078 -1.132 0.191
H: 3.611 -2.184 0.177
H: 3.799 -0.175 -0.047
H: 0.572 2.700 -0.006

---

The following is a quantum chemistry calculation of an isolated molecule of C4H7N3O at a distorted geometry, from the OMol25 dataset.

Energy relative to the best compared isomer or geometry (same formula, charge and spin)   45.2 kcal/mol
E_HOMO   -9.72 eV
Net charge   0
Structure (SMILES)   [H]/N=C(\C(N)=O)N1CC1
Electronic energy   -396.07633 Eh
Strongest force on any atom   3.7 eV/A

CARTESIAN COORDINATES (ANGSTROEM)
O: 2.543 0.503 0.768
N: -0.745 -0.066 -0.438
N: 1.660 -1.165 -0.551
N: 0.247 2.092 -0.305
C: 1.645 0.068 0.082
C: -2.001 0.315 0.187
C: 0.312 0.839 -0.239
C: -1.235 -0.843 0.631
H: 1.010 -1.138 -1.312
H: -1.640 -1.796 0.176
H: 1.222 2.452 -0.172
H: -2.083 1.294 0.679
H: -2.863 0.179 -0.539
H: 2.558 -1.706 -0.561
H: -0.630 -1.026 1.594

---

The following is a quantum chemistry calculation of a structure of composition C4H7N3O at a distorted geometry, from the OMol25 dataset.

Energy relative to the best compared isomer or geometry (same formula, charge and spin)   164.4 kcal/mol
E_HOMO   -8.57 eV
Net charge   0
Electronic energy   -395.88650 Eh
Strongest force on any atom   7.5 eV/A

CARTESIAN COORDINATES (ANGSTROEM)
O: -1.147 1.773 -0.879
N: 0.075 -1.492 -0.017
N: -2.125 -0.751 0.000
N: 1.282 -0.883 -0.777
C: -0.859 -0.602 -0.181
C: -0.294 0.829 -0.146
C: 0.777 0.994 0.974
C: 1.281 0.641 -0.447
H: -2.658 -1.622 0.259
H: 1.024 2.075 1.269
H: -2.037 1.621 0.067
H: 1.993 1.143 -1.155
H: 0.395 0.152 1.898
H: 2.242 -1.409 -0.420
H: 0.051 -2.469 -0.444

---

The following is a quantum chemistry calculation of an isolated molecule of C4H7N3O at a distorted geometry, from the OMol25 dataset.

Energy relative to the best compared isomer or geometry (same formula, charge and spin)   159.7 kcal/mol
E_HOMO   -10.03 eV
Net charge   0
Structure (SMILES)   O/N=C\N=C/N1CC1
Electronic energy   -395.89390 Eh
Strongest force on any atom   9.0 eV/A

CARTESIAN COORDINATES (ANGSTROEM)
O: 0.031 1.561 -2.622
N: 0.250 -0.671 0.990
N: 1.620 0.437 -0.702
N: -0.146 2.066 -1.023
C: 0.744 1.567 -0.271
C: 1.079 -0.600 -0.261
C: -0.715 -1.590 1.053
C: -1.174 -0.187 0.834
H: -0.860 -2.083 2.006
H: -1.549 0.234 1.830
H: 0.641 0.947 -2.597
H: 1.600 -1.535 -0.343
H: 0.794 2.172 0.729
H: -0.760 -2.492 0.379
H: -1.556 0.174 -0.002

---

The following is a quantum chemistry calculation of an isolated molecule of C4H7N3O at a distorted geometry, from the OMol25 dataset.

Energy relative to the best compared isomer or geometry (same formula, charge and spin)   114.2 kcal/mol
E_HOMO   -8.93 eV
Net charge   0
Structure (SMILES)   N[C@@H]1C=CN=C1NO
Electronic energy   -395.96641 Eh
Strongest force on any atom   5.7 eV/A

CARTESIAN COORDINATES (ANGSTROEM)
O: -2.416 -0.277 0.426
N: -1.516 -0.812 -0.533
N: -0.390 1.710 -0.494
N: 0.561 -1.558 -0.295
C: 1.749 0.463 0.236
C: 1.856 -0.938 0.068
C: -0.271 -0.638 -0.075
C: 0.218 0.704 0.339
H: -2.045 -0.404 1.425
H: 2.400 1.285 0.273
H: 2.764 -1.350 -0.155
H: -1.435 1.273 -0.682
H: -1.543 -1.912 -0.423
H: -0.005 0.912 1.361
H: 0.073 1.541 -1.471

---

The following is a quantum chemistry calculation of an isolated molecule of C4H7N3O at a distorted geometry, from the OMol25 dataset.

Energy relative to the best compared isomer or geometry (same formula, charge and spin)   128.7 kcal/mol
E_HOMO   -9.50 eV
Net charge   0
Structure (SMILES)   [H]/N=C1\N(O)C[C@@H]2CN12
Electronic energy   -395.94329 Eh
Strongest force on any atom   6.1 eV/A

CARTESIAN COORDINATES (ANGSTROEM)
O: 2.275 -0.052 -0.907
N: 1.069 -0.263 0.115
N: 0.048 -1.967 -1.441
N: -1.300 -0.384 -0.320
C: -0.052 -1.012 -0.655
C: 0.529 1.176 0.367
C: -0.989 1.036 0.145
C: -1.700 -0.021 1.016
H: 2.715 -0.954 -0.484
H: -2.751 -0.091 1.483
H: 1.079 -2.275 -1.516
H: 0.959 1.736 1.193
H: 0.833 1.669 -0.558
H: -1.533 1.905 -0.373
H: -1.182 -0.502 1.935

---

The following is a quantum chemistry calculation of a structure of composition C4H7N3O at a distorted geometry, from the OMol25 dataset.

Energy relative to the best compared isomer or geometry (same formula, charge and spin)   106.9 kcal/mol
E_HOMO   -7.89 eV
Net charge   0
Electronic energy   -395.97810 Eh
Strongest force on any atom   3.6 eV/A

CARTESIAN COORDINATES (ANGSTROEM)
O: -1.492 -0.231 -2.274
N: 0.849 1.141 -0.268
N: -0.125 -2.429 -0.362
N: 0.257 1.685 0.771
C: -1.152 0.039 -1.155
C: 0.841 2.268 1.734
C: -0.267 -1.083 -0.014
C: 0.729 -0.157 -0.553
H: 1.904 2.158 1.954
H: 0.239 2.860 2.406
H: 1.303 -0.499 -1.404
H: -0.017 -2.597 -1.352
H: -0.837 -3.035 0.017
H: -0.563 -0.883 1.014
H: -1.669 0.765 -0.515

---

The following is a quantum chemistry calculation of a structure of composition C4H7N3O at a distorted geometry, from the OMol25 dataset.

Energy relative to the best compared isomer or geometry (same formula, charge and spin)   120.6 kcal/mol
E_HOMO   -9.29 eV
Net charge   0
Electronic energy   -395.95625 Eh
Strongest force on any atom   8.4 eV/A

CARTESIAN COORDINATES (ANGSTROEM)
O: -0.637 -0.265 -1.496
N: 1.342 2.853 -0.432
N: 0.192 -1.223 1.908
N: 0.551 0.907 0.699
C: -1.321 -2.276 -0.154
C: 1.101 1.393 -0.354
C: -0.700 -0.834 -0.353
C: 0.059 -0.258 0.923
H: 0.364 3.675 -0.042
H: -1.758 -2.728 -1.176
H: 0.617 -0.404 2.422
H: -0.307 -2.848 0.097
H: 1.373 3.433 -1.289
H: 1.370 0.931 -1.248
H: -2.245 -2.358 0.494

---

The following is a quantum chemistry calculation of a structure of composition C4H7N3O at a distorted geometry, from the OMol25 dataset.

Energy relative to the best compared isomer or geometry (same formula, charge and spin)   149.5 kcal/mol
E_HOMO   -9.86 eV
Net charge   0
Electronic energy   -395.91024 Eh
Strongest force on any atom   5.8 eV/A

CARTESIAN COORDINATES (ANGSTROEM)
O: 2.145 -0.497 -0.450
N: -1.097 -1.115 -0.133
N: -2.368 -0.447 -0.067
N: -0.822 1.122 0.224
C: -2.068 0.977 -0.046
C: -0.214 -0.223 -0.005
C: 1.089 -0.683 0.487
C: 2.619 0.698 -0.089
H: 1.516 1.355 0.375
H: 3.619 0.528 0.851
H: 1.285 -0.189 1.548
H: 0.906 -1.737 0.657
H: 2.885 1.595 -1.356
H: -3.052 -0.861 -0.666
H: -2.869 1.758 -0.061

---

Per-record HOMO-LUMO gap, eV: 10.52, 8.53, 9.64, 9.12, 10.61, 9.40, 10.45, 9.37, 10.24, 8.38, 9.04, 10.72